C31H28ClNO3P2PtS as an isolated structure in a non-equilibrium geometry. Source: the OMol25 dataset; level of theory: ωB97M-V/def2-TZVPD.

Calculated values
HOMO level: -14.76 eV
Lowest unoccupied orbital energy: -7.7 eV
Energy above the lowest of the compared OMol25 structures with the same formula, charge and spin: 1.3977 eV
Frontier orbital gap: 7.07 eV
Charge: +2

The geometry in XYZ format:
```
68
Properties=species:S:1:pos:R:3:mulliken_charge:R:1
Pt -1.195 0.203 -1.732 1.505
N 1.451 -0.897 -0.711 -0.298
P 0.951 0.097 -2.048 0.215
C 1.881 1.612 -1.882 1.059
C 1.421 2.720 -2.601 -0.462
C 2.153 3.894 -2.612 -0.816
C 3.350 3.968 -1.912 -0.523
C 3.818 2.870 -1.204 -1.034
C 3.087 1.694 -1.182 -0.168
C 1.417 -0.699 -3.558 0.974
C 0.685 -1.791 -4.038 -0.579
C 1.113 -2.448 -5.175 -0.806
C 2.255 -2.015 -5.841 -0.546
C 2.972 -0.921 -5.378 -0.832
C 2.559 -0.256 -4.236 -0.269
P 0.435 -1.027 0.586 0.983
C -0.776 -2.270 0.306 0.718
C -2.110 -2.099 0.677 -0.556
C -3.003 -3.140 0.489 -0.670
C -2.563 -4.342 -0.054 -0.543
C -1.231 -4.514 -0.411 -0.814
C -0.328 -3.480 -0.231 -0.654
C 1.409 -1.300 2.022 0.319
C 2.482 -0.442 2.306 -0.230
C 3.161 -0.568 3.502 -0.900
C 2.755 -1.523 4.429 -0.500
C 1.685 -2.364 4.159 -0.824
C 0.996 -2.249 2.963 -0.577
H 2.444 -0.889 -0.501 0.540
H 0.484 2.668 -3.143 0.464
H 1.791 4.748 -3.167 0.446
H 3.922 4.886 -1.919 0.434
H 4.758 2.927 -0.672 0.469
H 3.501 0.857 -0.634 0.413
H -0.217 -2.114 -3.538 0.087
H 0.552 -3.292 -5.552 0.442
H 2.583 -2.531 -6.734 0.410
H 3.851 -0.582 -5.909 0.443
H 3.114 0.603 -3.884 0.425
H -2.444 -1.174 1.130 0.474
H -4.040 -3.019 0.768 0.479
H -3.263 -5.154 -0.197 0.441
H -0.897 -5.454 -0.828 0.464
H 0.709 -3.609 -0.518 0.454
H 2.774 0.333 1.607 0.297
H 3.997 0.081 3.722 0.458
H 3.274 -1.604 5.375 0.420
H 1.383 -3.108 4.883 0.443
H 0.165 -2.908 2.750 0.437
C -5.619 2.550 4.011 -1.503
C -4.367 2.410 3.199 0.888
C -3.138 2.816 3.721 -0.780
C -1.972 2.687 2.992 -0.484
C -2.053 2.151 1.709 0.162
C -3.263 1.727 1.159 -0.502
C -4.409 1.862 1.912 -0.999
S -0.596 1.995 0.813 1.853
O 0.528 2.537 1.477 -0.688
O -0.436 0.317 0.796 0.178
O -0.807 2.269 -0.589 -0.792
H -5.609 3.473 4.588 0.411
H -5.695 1.723 4.722 0.317
H -6.507 2.534 3.383 0.380
H -3.096 3.242 4.715 0.437
H -1.022 3.013 3.392 0.537
H -3.318 1.335 0.150 0.414
H -5.360 1.554 1.496 0.412
Cl -2.531 -0.574 -3.320 -0.353
```